{
  "formula": "C40H51Cl71N3O",
  "method": "the ωB97M-V functional and the def2-TZVPD basis",
  "total_charge": 1,
  "homo_lumo_gap_ha": 0.2605,
  "lumo_ev": -4.42,
  "species": ["C", "C", "C", "C", "N", "N", "C", "C", "Cl", "C", "C", "Cl", "C", "C", "C", "C", "C", "O", "C", "C", "C", "C", "N", "H", "H", "H", "H", "H", "H", "H", "H", "H", "H", "H", "H", "H", "H", "H", "H", "H", "H", "H", "H", "H", "H", "H", "H", "H", "H", "H", "H", "C", "Cl", "Cl", "Cl", "H", "C", "Cl", "Cl", "Cl", "H", "C", "Cl", "Cl", "Cl", "H", "C", "Cl", "Cl", "Cl", "H", "C", "Cl", "Cl", "Cl", "H", "C", "Cl", "Cl", "Cl", "H", "C", "Cl", "Cl", "Cl", "H", "C", "Cl", "Cl", "Cl", "H", "C", "Cl", "Cl", "Cl", "H", "C", "Cl", "Cl", "Cl", "H", "C", "Cl", "Cl", "Cl", "H", "C", "Cl", "Cl", "Cl", "H", "C", "Cl", "Cl", "Cl", "H", "C", "Cl", "Cl", "Cl", "H", "C", "Cl", "Cl", "Cl", "H", "C", "Cl", "Cl", "Cl", "H", "C", "Cl", "Cl", "Cl", "H", "C", "Cl", "Cl", "Cl", "H", "C", "Cl", "Cl", "Cl", "H", "C", "Cl", "Cl", "Cl", "H", "C", "Cl", "Cl", "Cl", "H", "C", "Cl", "Cl", "Cl", "H", "C", "Cl", "Cl", "Cl", "H"],
  "positions_angstrom": [[1.63404, 1.75567, 0.78024], [0.04917, 1.46698, 1.08048], [-0.77480, 0.83519, -0.22635], [-2.25383, 0.27390, 0.21027], [-2.20061, -1.08826, 0.94237], [-0.96442, -1.61466, 0.95245], [-0.99729, -2.89246, 1.65427], [0.48793, -3.66938, 1.67345], [1.90604, -2.88066, 2.56828], [0.60826, -4.99684, 0.97613], [-0.62221, -5.72997, 0.16432], [2.24453, -5.94208, 1.01121], [-2.17501, -3.66802, 2.39460], [-3.62161, -2.92673, 2.31932], [-4.99121, -3.51121, 2.99473], [-5.19512, -2.69302, 4.42962], [-3.87190, -2.94400, 5.36429], [-6.48348, -2.96473, 5.08679], [-3.46713, -1.56147, 1.48124], [-4.84308, -0.67018, 1.23865], [-5.43298, -0.83354, -0.31810], [-7.03093, -1.23251, -0.21982], [-7.78568, -0.97831, -1.51110], [1.86215, 2.27598, -0.24426], [2.21242, 0.74831, 0.95565], [2.00615, 2.50041, 1.63541], [-0.16851, 0.77113, 1.99612], [-0.46686, 2.51336, 1.31068], [-0.97856, 1.77968, -0.92808], [-0.13060, 0.09932, -0.86794], [-2.71418, 1.10638, 0.93169], [-2.87780, 0.17304, -0.80235], [-0.15490, -6.27802, -0.76539], [-1.11068, -6.55621, 0.85933], [-1.42613, -4.94664, -0.21574], [-1.97775, -4.68635, 2.93540], [-5.94958, -3.42687, 2.28770], [-4.86443, -4.66241, 3.20810], [-5.20189, -1.53542, 4.15230], [-4.00650, -2.60134, 6.49688], [-3.49565, -4.07573, 5.33424], [-2.95563, -2.29920, 4.95966], [-6.81446, -2.04233, 5.36743], [-5.74101, -1.04766, 1.92906], [-4.70929, 0.47657, 1.53400], [-4.78747, -1.57063, -0.95977], [-5.40646, 0.26221, -0.78913], [-7.47132, -0.56416, 0.66609], [-7.07802, -2.33816, 0.16735], [-7.56505, -1.67836, -2.25330], [-7.69401, 0.00727, -1.84178], [-4.75032, 4.07505, 1.08957], [-3.92930, 3.79919, 2.63531], [-3.56845, 4.32162, -0.20723], [-5.82282, 2.71834, 0.70407], [-5.35751, 4.97949, 1.17871], [-2.92579, -7.97991, -2.49151], [-1.16805, -7.78289, -2.59661], [-3.33924, -9.28663, -1.36864], [-3.69286, -6.46327, -1.99056], [-3.30246, -8.24540, -3.48261], [4.35314, 4.59459, 1.72911], [2.73015, 5.03164, 1.16842], [5.46558, 5.96054, 1.53951], [4.30511, 4.06126, 3.41813], [4.71762, 3.76599, 1.11655], [9.50408, 4.84075, 0.38880], [8.11394, 3.98025, 1.07185], [9.14247, 5.40346, -1.25190], [9.96408, 6.20172, 1.42596], [10.34705, 4.14694, 0.33699], [-6.83880, 3.67764, -2.97405], [-5.09843, 3.68548, -3.30656], [-7.48150, 2.02886, -3.06208], [-7.17206, 4.39128, -1.38686], [-7.33761, 4.28283, -3.73536], [-6.99592, -0.02908, 7.68043], [-8.38606, -0.88958, 8.36347], [-7.35753, 0.53363, 6.03973], [-6.53592, 1.33189, 8.71758], [-6.15295, -0.72289, 7.62861], [-7.15070, 7.09257, -5.36420], [-6.32969, 6.81671, -3.81846], [-5.96883, 7.33914, -6.66100], [-8.22320, 5.73586, -5.74970], [-7.75790, 7.99702, -5.27505], [12.92671, 8.33351, 0.29547], [12.61494, 6.77408, -0.48585], [14.43781, 8.27558, 1.21880], [12.98279, 9.63229, -0.90850], [12.10743, 8.54142, 0.98844], [10.52671, 0.73791, 2.40536], [10.21494, -0.82152, 1.62404], [12.03781, 0.67997, 3.32869], [10.58279, 2.03669, 1.20139], [9.70743, 0.94582, 3.09833], [0.64930, -10.91292, -3.32146], [1.47031, -11.18878, -1.77572], [1.83117, -10.66634, -4.61826], [-0.42320, -12.26963, -3.70696], [0.04210, -10.00847, -3.23231], [-4.63417, 5.11212, -10.02905], [-6.38484, 5.16281, -10.29752], [-4.04371, 6.68854, -9.47628], [-4.22071, 3.84770, -8.85866], [-4.14689, 4.87537, -10.97834], [11.47383, 0.43355, -2.55897], [13.23156, 0.63057, -2.66407], [11.06037, -0.87317, -1.43610], [10.70676, 1.95018, -2.05801], [11.09716, 0.16806, -3.55007], [5.47923, -12.01841, -0.95961], [4.31477, -13.35121, -1.04425], [7.08802, -12.62426, -0.53063], [5.53453, -11.14206, -2.49860], [5.15313, -11.32515, -0.18006], [-5.25251, 7.14125, 5.02686], [-3.81533, 7.99661, 4.44174], [-6.38217, 8.27287, 5.79015], [-6.04305, 6.27320, 3.69981], [-4.93727, 6.41102, 5.77656], [7.05276, -1.34856, -1.00912], [5.42976, -0.91152, -1.56981], [8.16520, 0.01739, -1.19871], [7.00472, -1.88189, 0.67990], [7.41724, -2.17716, -1.62168], [-5.62077, -0.63178, -4.80611], [-6.78523, -1.96458, -4.89074], [-4.01198, -1.23763, -4.37712], [-5.56547, 0.24457, -6.34509], [-5.94687, 0.06148, -4.02655], [-11.62344, 2.37147, -3.34799], [-10.81972, 2.26022, -4.92316], [-10.48761, 2.93008, -2.10817], [-13.02496, 3.45169, -3.43970], [-11.97459, 1.37463, -3.06935], [5.64033, 0.51989, 3.75322], [4.47588, -0.81292, 3.66858], [7.24913, -0.08597, 4.18220], [5.69564, 1.39624, 2.21423], [5.31423, 1.21314, 4.53277], [17.40860, 1.35557, -3.54571], [18.84578, 2.21093, -4.13083], [16.27894, 2.48719, -2.78242], [16.61806, 0.48752, -4.87276], [17.72384, 0.62534, -2.79601], [-2.14854, 11.25849, 5.50403], [-0.42110, 11.37403, 5.88098], [-3.12408, 11.66182, 6.92704], [-2.56117, 12.31914, 4.14599], [-2.36991, 10.22773, 5.21560], [-5.97307, -0.50993, -10.50807], [-7.72374, -0.45923, -10.77654], [-5.38260, 1.06649, -9.95531], [-5.55961, -1.77435, -9.33768], [-5.48578, -0.74667, -11.45736], [8.63767, 1.37258, 7.77846], [9.44138, 1.26132, 6.20329], [9.77349, 1.93118, 9.01828], [7.23615, 2.45279, 7.68675], [8.28652, 0.37573, 8.05710], [-0.85878, -12.62114, 0.74438], [0.19733, -11.93098, 1.98849], [-2.00382, -13.76515, 1.46509], [-1.72233, -11.33807, -0.12022], [-0.23719, -13.16221, 0.02638]],
  "mulliken_charge": [-0.634, -0.236, -0.781, -0.249, 0.932, -0.745, -0.117, -0.492, -0.086, 0.354, -0.532, -0.187, -0.125, 0.095, -0.864, 0.475, -0.944, -0.524, 0.697, -0.272, 0.217, -0.766, -0.387, 0.308, 0.217, 0.027, 0.227, 0.203, 0.372, 0.331, 0.117, 0.078, 0.139, 0.288, 0.252, 0.412, 0.069, 0.432, 0.225, 0.290, 0.205, 0.242, 0.272, 0.262, -0.026, 0.306, 0.012, 0.239, 0.247, 0.217, 0.140, -0.128, -0.122, -0.086, -0.058, 0.405, -0.071, -0.132, -0.119, -0.094, 0.399, 0.316, -0.127, -0.123, -0.109, 0.002, 0.244, 0.054, -0.132, -0.132, 0.022, 0.640, -0.087, -0.111, -0.089, -0.340, 0.295, -0.097, -0.138, -0.115, 0.084, -0.038, -0.086, -0.058, -0.146, 0.339, 0.126, -0.081, -0.124, -0.124, 0.207, 0.340, -0.079, -0.129, -0.069, -0.139, 0.689, -0.065, -0.124, -0.125, -0.343, -0.014, -0.107, -0.120, -0.110, 0.349, -0.114, -0.068, -0.081, -0.066, 0.339, 0.064, -0.115, -0.123, -0.108, 0.273, -0.001, -0.113, -0.117, -0.084, 0.298, -0.155, -0.122, 0.026, -0.093, 0.353, 0.693, -0.166, -0.139, -0.034, -0.391, -0.003, -0.104, -0.081, -0.116, 0.302, -0.097, -0.052, -0.107, 0.043, 0.274, 0.039, -0.121, -0.103, -0.118, 0.294, 0.479, -0.122, -0.117, -0.117, -0.105, -0.067, -0.120, -0.023, -0.103, 0.331, -0.019, -0.035, -0.119, -0.121, 0.294, -0.003, -0.122, -0.126, -0.012, 0.269]
}